ORCA calculation (ωB97M-V with the def2-TZVPD basis set) on a single C5H8N2O2 molecule at a distorted geometry.

HOMO (alpha / beta), eV: -8.6 / -8.1
SMILES string: C=CC/C=C(/N)[N+](=O)[O-]
Multiplicity: 1
Gap between HOMO and LUMO (alpha / beta), eV: 7.83 / 7.47

Each line ends with the Mulliken charge.
Positions of all 17 atoms, in Å:
1 O 3.667 0.287 -0.326  -0.70
2 O 1.967 1.608 -0.052  -0.63
3 N 2.469 0.491 -0.100  0.96
4 N 2.308 -1.825 0.202  -0.38
5 C -2.085 0.498 -0.511  -0.12
6 C -0.030 -0.437 0.354  -0.67
7 C -0.754 0.808 0.115  -0.15
8 C 1.685 -0.639 0.066  0.19
9 C -3.252 0.664 0.083  -0.76
10 H -0.163 1.479 -0.517  0.35
11 H -0.512 -1.392 0.445  0.36
12 H -3.330 1.063 1.081  0.26
13 H 3.306 -1.764 0.021  0.27
14 H 1.832 -2.682 -0.011  0.24
15 H -2.029 0.087 -1.511  0.30
16 H -0.899 1.338 1.065  0.22
17 H -4.180 0.414 -0.404  0.26

***

ORCA calculation (ωB97M-V with the def2-TZVPD basis set) on 2 unconnected molecules or ions with the total composition C5H8N2O2 at a distorted geometry.

HOMO, eV: -9.5
SMILES string: C1=NOCC1.CN=C=O
Multiplicity: 1
Gap between HOMO and LUMO, eV: 10.29

Each line ends with the Mulliken charge.
Positions of all 17 atoms, in Å:
1 O -0.656 0.709 0.692  -0.21
2 O -3.261 1.605 -1.296  -0.50
3 N 0.178 -0.387 0.592  -0.39
4 N -3.628 -0.325 -0.116  -0.20
5 C -3.433 -1.168 0.993  -0.67
6 C -0.242 1.694 -0.242  -0.19
7 C -3.396 0.735 -0.540  0.51
8 C 1.127 -0.203 -0.171  -0.04
9 C 1.124 1.215 -0.704  -0.56
10 H 1.312 1.085 -1.754  0.31
11 H -3.404 -2.250 0.572  0.21
12 H -2.543 -0.991 1.488  0.31
13 H -1.041 1.652 -1.080  0.16
14 H -0.293 2.744 0.389  0.24
15 H 1.911 1.739 -0.272  0.27
16 H 1.929 -0.855 -0.415  0.41
17 H -4.250 -1.104 1.634  0.33

***

ORCA calculation (ωB97M-V with the def2-TZVPD basis set) on a single C5H8N2O2S molecule at a distorted geometry.

HOMO, eV: -8.5
SMILES string: C=CNC(=O)CS/C=N/O
Multiplicity: 1
Gap between HOMO and LUMO, eV: 9.12

Each line ends with the Mulliken charge.
Positions of all 18 atoms, in Å:
1 S -0.359 -1.296 1.432  -0.11
2 O -1.770 1.797 -0.037  -0.57
3 O -1.681 -0.958 -2.204  -0.39
4 N -1.405 -0.702 -0.931  -0.10
5 N 0.375 1.232 -0.147  -0.17
6 C 2.503 0.147 -0.508  -0.88
7 C -0.913 0.444 1.730  -0.99
8 C -0.868 1.237 0.485  0.49
9 C -0.841 -1.562 -0.215  -0.14
10 C 1.585 0.618 0.335  0.15
11 H -1.742 -1.854 -2.417  0.33
12 H -0.309 0.860 2.475  0.47
13 H 1.686 0.814 1.424  0.26
14 H 2.288 0.116 -1.570  0.23
15 H 0.278 1.585 -1.166  0.27
16 H -0.465 -2.494 -0.508  0.44
17 H 3.480 -0.300 -0.288  0.27
18 H -1.844 0.314 2.110  0.45

***

ORCA calculation (ωB97M-V with the def2-TZVPD basis set) on 2 unconnected molecules or ions with the total composition C5H8N2O3 at a distorted geometry.

HOMO, eV: -10.1
SMILES string: N#CC1=NC[C@@H](O)CO1.O
Multiplicity: 1
Gap between HOMO and LUMO, eV: 10.09

Each line ends with the Mulliken charge.
Positions of all 18 atoms, in Å:
1 O 0.818 -2.079 4.745  -0.56
2 O 0.429 -1.434 0.070  -0.68
3 O -0.639 1.095 3.607  -0.35
4 N -2.255 -0.113 4.757  -0.46
5 N -3.576 1.136 1.908  -0.42
6 C 0.146 -0.857 4.875  0.61
7 C -1.899 0.749 3.905  0.53
8 C -1.326 -1.169 5.122  -0.68
9 C -2.812 1.090 2.798  0.27
10 C 0.303 0.015 3.633  -0.80
11 H -1.603 -2.071 4.554  0.31
12 H 1.300 0.458 3.545  0.34
13 H 0.605 -0.486 0.032  0.32
14 H -0.620 -1.606 -0.033  0.34
15 H 1.484 -2.128 4.036  0.32
16 H -1.487 -1.412 6.181  0.31
17 H 0.525 -0.279 5.735  0.18
18 H 0.108 -0.629 2.764  0.41

***

ORCA calculation (ωB97M-V with the def2-TZVPD basis set) on a single C5H8N2O4 molecule at a distorted geometry.

HOMO (alpha / beta), eV: -9.1 / -9.1
SMILES string: O=N[C@]1([N+](=O)[O-])CCCCO1
Multiplicity: 1
Gap between HOMO and LUMO (alpha / beta), eV: 8.67 / 8.67

Each line ends with the Mulliken charge.
Positions of all 19 atoms, in Å:
1 O -2.291 -1.981 -1.068  -0.57
2 O -0.991 -1.219 -2.685  -0.55
3 O 0.241 0.307 -1.212  -0.35
4 O -1.826 1.890 -0.940  -0.28
5 N -1.405 -1.248 -1.554  0.97
6 N -2.060 0.812 -0.498  -0.04
7 C -0.785 -0.200 -0.531  0.77
8 C -0.631 -0.593 0.945  -1.22
9 C 0.439 0.224 1.567  -0.51
10 C 1.431 0.883 -0.641  -0.35
11 C 1.621 0.075 0.612  -0.71
12 H 2.515 0.422 0.993  0.45
13 H -0.033 1.206 1.639  0.34
14 H -1.579 -0.554 1.386  0.48
15 H 1.780 -1.013 0.416  0.29
16 H 1.177 1.925 -0.436  0.30
17 H 0.549 -0.142 2.572  0.33
18 H 2.108 0.822 -1.544  0.26
19 H -0.260 -1.617 0.981  0.39

***

ORCA calculation (ωB97M-V with the def2-TZVPD basis set) on a molecular structure, C5H8N2OS at a distorted geometry.

HOMO, eV: -9.3
Multiplicity: 1
Gap between HOMO and LUMO, eV: 9.89

Each line ends with the Mulliken charge.
Positions of all 17 atoms, in Å:
1 S 1.226 1.346 -2.592  0.12
2 O -0.777 0.664 2.709  -0.52
3 N 0.358 -0.082 -2.745  -0.61
4 N 1.511 1.276 -0.913  -0.61
5 C -0.349 1.120 1.453  -0.46
6 C 0.810 0.268 -0.501  0.48
7 C 0.694 0.146 0.985  -0.61
8 C 0.161 -0.549 -1.533  0.86
9 C -0.638 -1.802 -1.324  -1.15
10 H -0.004 -2.586 -0.921  0.30
11 H -1.179 1.057 0.755  0.30
12 H 0.029 2.139 1.473  0.33
13 H 0.421 -0.871 1.242  0.32
14 H -1.118 -2.201 -2.223  0.34
15 H 1.613 0.310 1.516  0.33
16 H -1.278 1.316 3.228  0.31
17 H -1.479 -1.550 -0.608  0.27

***

ORCA calculation (ωB97M-V with the def2-TZVPD basis set) on a gas-phase ion, C5H8N2P (charge +1) at a distorted geometry.

HOMO, eV: -13.5
SMILES string: [H]/N=C(C)/[NH+]=C\C#P=C
Multiplicity: 1
Gap between HOMO and LUMO, eV: 6.48
Charge: +1

Each line ends with the Mulliken charge.
Positions of all 16 atoms, in Å:
1 P -2.769 0.409 0.507  0.11
2 N 0.897 -0.804 0.193  -0.17
3 N 1.350 1.051 1.438  -0.59
4 C 2.565 0.641 -0.668  -1.25
5 C -4.088 0.111 -0.452  -0.39
6 C -1.598 -0.759 0.474  0.03
7 C 1.520 0.400 0.414  0.66
8 C -0.376 -1.288 0.295  0.13
9 H 2.132 1.201 -1.568  0.29
10 H -4.996 0.708 -0.471  0.31
11 H -4.279 -0.985 -0.578  0.25
12 H 1.435 -1.263 -0.570  0.26
13 H 2.142 1.711 1.680  0.29
14 H 3.219 -0.182 -0.846  0.41
15 H -0.382 -2.406 0.410  0.31
16 H 3.229 1.455 -0.257  0.34

***

ORCA calculation (ωB97M-V with the def2-TZVPD basis set) on a single C5H8N2S molecule at a distorted geometry.

HOMO, eV: -8.2
SMILES string: CC1=N[C@H]2C[C@@H]2SN1
Multiplicity: 1
Gap between HOMO and LUMO, eV: 8.98

Each line ends with the Mulliken charge.
Positions of all 16 atoms, in Å:
1 S 1.975 0.564 0.762  -0.10
2 N 0.861 -0.839 0.875  -0.40
3 N -0.859 -0.239 -0.665  -0.70
4 C -0.442 -0.895 0.321  0.77
5 C 0.782 1.519 -0.099  -0.19
6 C 0.536 1.935 -1.542  -0.46
7 C -1.353 -1.838 1.044  -1.18
8 C 0.280 0.531 -1.146  0.00
9 H -1.573 -1.527 2.061  0.33
10 H 0.936 -1.199 1.778  0.29
11 H -2.369 -1.818 0.538  0.30
12 H -0.246 2.719 -1.647  0.24
13 H 1.328 2.074 -2.330  0.22
14 H 1.044 -0.116 -1.567  0.25
15 H 0.046 1.945 0.553  0.27
16 H -0.947 -2.816 1.064  0.33

***

ORCA calculation (ωB97M-V with the def2-TZVPD basis set) on a molecular structure, C5H8N2S at a distorted geometry.

HOMO, eV: -8.1
Multiplicity: 1
Gap between HOMO and LUMO, eV: 8.26

Each line ends with the Mulliken charge.
Positions of all 16 atoms, in Å:
1 S 2.342 -0.749 -0.842  -0.47
2 N -0.051 0.488 -0.533  0.45
3 N -0.886 -0.192 0.396  -0.69
4 C -1.190 -2.444 1.357  -0.89
5 C 1.048 1.981 -1.216  -0.47
6 C -0.366 -1.401 0.570  0.29
7 C -0.247 1.948 -0.563  -0.38
8 C 1.206 0.453 -1.080  0.37
9 H -1.424 -3.375 0.870  0.26
10 H -1.064 2.234 -1.210  0.21
11 H 0.936 -1.460 0.374  0.07
12 H 1.091 2.555 -2.254  0.24
13 H 1.822 2.584 -0.620  0.21
14 H -0.483 2.189 0.547  0.27
15 H -0.664 -2.889 2.377  0.23
16 H -2.068 -1.923 1.826  0.30

***

ORCA calculation (ωB97M-V with the def2-TZVPD basis set) on a single C5H8N2S molecule at a distorted geometry.

HOMO, eV: -7.9
SMILES string: CNc1cccn1S
Multiplicity: 1
Gap between HOMO and LUMO, eV: 8.33

Each line ends with the Mulliken charge.
Positions of all 16 atoms, in Å:
1 S -2.490 0.412 -0.766  -0.20
2 N -1.313 -0.065 0.462  0.00
3 N 0.278 0.954 -0.993  -0.42
4 C 1.644 1.001 -1.188  -0.85
5 C 0.030 0.069 0.082  0.33
6 C -1.468 -1.080 1.370  -0.41
7 C 0.766 -0.823 0.848  -0.42
8 C -0.136 -1.552 1.672  -0.73
9 H -2.177 1.933 -0.814  0.20
10 H 2.075 1.722 -0.446  0.29
11 H 1.785 -0.931 0.751  0.49
12 H 0.179 -2.091 2.554  0.35
13 H 1.908 -0.159 -1.257  0.28
14 H -2.473 -1.029 1.781  0.38
15 H 1.514 1.377 -2.229  0.35
16 H -0.123 0.262 -1.826  0.35

***

ORCA calculation (ωB97M-V with the def2-TZVPD basis set) on a single C5H8N2S molecule at a distorted geometry.

HOMO, eV: -8.6
SMILES string: CC1=NCCN1C=S
Multiplicity: 1
Gap between HOMO and LUMO, eV: 8.85

Each line ends with the Mulliken charge.
Positions of all 16 atoms, in Å:
1 S 0.739 1.609 1.832  -0.30
2 N -0.872 -1.740 -0.914  -0.59
3 N 0.176 0.214 -0.438  0.07
4 C -0.551 -0.918 0.007  0.76
5 C 0.259 0.135 -1.904  -0.66
6 C -0.919 -1.142 1.432  -1.30
7 C 0.684 1.254 0.229  -0.08
8 C -0.343 -1.244 -2.191  -0.43
9 H -1.501 -2.088 1.491  0.30
10 H -0.071 -1.236 2.062  0.36
11 H -1.515 -0.272 1.842  0.31
12 H 0.384 -1.919 -2.591  0.28
13 H -0.315 0.995 -2.433  0.30
14 H 1.258 0.196 -2.237  0.39
15 H 1.110 1.978 -0.468  0.30
16 H -1.100 -1.224 -2.959  0.30

***

ORCA calculation (ωB97M-V with the def2-TZVPD basis set) on 2 unconnected molecules or ions with the total composition C5H8N2S at a distorted geometry.

HOMO, eV: -7.9
Multiplicity: 1
Gap between HOMO and LUMO, eV: 7.62

Each line ends with the Mulliken charge.
Positions of all 16 atoms, in Å:
1 S -0.062 -1.408 -2.575  -0.28
2 N -0.843 1.570 0.737  -0.32
3 N 0.302 -0.031 1.951  -0.36
4 C 0.058 1.403 1.735  0.06
5 C -1.204 2.904 0.278  -0.78
6 C 0.151 -0.915 -1.007  -0.09
7 C 0.802 -1.089 1.391  0.13
8 C 0.870 -1.612 0.088  -0.38
9 H 0.935 2.347 2.402  0.19
10 H -2.344 2.589 0.138  0.29
11 H -0.282 -0.053 -0.270  0.18
12 H -0.778 3.140 -0.816  0.24
13 H 1.487 -1.650 2.083  0.25
14 H 1.274 -2.629 0.196  0.27
15 H -0.796 3.738 0.972  0.30
16 H 1.207 0.131 2.774  0.30

***

The following energy relative to the best compared isomer or geometry (same formula, charge and spin) values (in kcal per mole) correspond, in order, to the records above: 169.14; 96.17; 103.73; 64.29; 154.40; 33.31; 108.16; 69.27; 110.54; 89.16; 17.77; 166.66.